Entry 1:
Molecular formula: C12H13N3O3S
Method: DFT, ωB97M-V with the def2-TZVPD basis set

Structure (XYZ):
```
32
Properties=species:S:1:pos:R:3:forces:R:3:lowdin_charge:R:1
C -0.661 -3.413 -0.361 0.0 -0.4 0.1 -0.007
N -1.092 -2.039 -0.198 0.1 -0.1 0.0 0.017
C -0.220 -0.994 -0.377 -0.3 0.9 0.1 -0.224
C -0.628 0.284 -0.205 0.3 -0.1 -0.1 0.075
C -1.970 0.589 0.218 0.2 -0.4 0.0 -0.431
O -2.405 1.700 0.430 -0.1 0.2 0.0 0.079
N -2.794 -0.533 0.373 -0.2 0.2 0.0 0.027
C -2.422 -1.834 0.169 0.2 -0.1 -0.1 -0.436
O -3.180 -2.768 0.304 -0.2 -0.2 0.0 0.078
C -4.166 -0.273 0.774 -0.3 0.0 0.1 0.000
H -4.588 0.490 0.121 0.0 0.0 0.1 0.099
H -4.729 -1.200 0.700 0.1 0.1 0.0 0.088
H -4.185 0.098 1.799 0.0 0.0 0.0 0.103
H 0.028 1.114 -0.396 0.1 0.0 -0.1 0.106
N 1.069 -1.338 -0.758 -0.3 -0.6 -0.4 0.163
C 2.294 -0.834 -0.382 -0.1 0.1 0.4 -0.472
O 3.287 -1.257 -0.922 0.3 0.0 0.0 0.078
C 2.332 0.189 0.735 0.2 0.0 0.1 -0.108
C 2.490 1.573 0.184 0.2 0.1 -0.2 -0.538
C 1.779 2.689 0.503 0.2 -0.2 0.0 -0.146
C 2.212 3.835 -0.202 0.1 0.2 -0.1 -0.182
C 3.242 3.569 -1.043 0.2 -0.3 0.0 -0.408
S 3.713 1.915 -0.996 -0.4 0.3 0.2 1.062
H 3.760 4.242 -1.696 0.1 0.2 -0.1 0.060
H 1.769 4.807 -0.083 -0.1 0.2 0.0 0.102
H 0.976 2.703 1.219 -0.2 -0.1 0.1 0.117
H 1.438 0.139 1.356 0.1 0.0 0.0 0.119
H 3.210 -0.055 1.341 -0.1 -0.1 0.0 0.133
H 1.153 -2.103 -1.419 0.1 0.1 0.1 0.152
H -1.472 -4.046 -0.002 0.2 0.1 -0.1 0.093
H -0.479 -3.648 -1.412 0.0 0.0 0.0 0.100
H 0.239 -3.604 0.225 0.0 0.0 -0.1 0.101
```
Positions in Å, forces in eV/Å.

Its net charge is 0. The calculation puts the energy above the lowest of the compared OMol25 structures with the same formula, charge and spin at 0.2011 eV. Its structure (SMILES) is Cn1c(NC(=O)Cc2cccs2)cc(=O)n(C)c1=O. The calculation puts the strongest force on any atom at 0.97 eV Å⁻¹. As for the HOMO-LUMO gap: 9.40 eV.


Entry 2:
Molecular formula: C24H60NO11P
Method: DFT, ωB97M-V with the def2-TZVPD basis set

Structure (XYZ):
```
97
Properties=species:S:1:pos:R:3:forces:R:3:lowdin_charge:R:1
C 2.523 3.912 2.741 0.1 0.2 0.5 -0.140
C 2.972 3.166 4.017 -0.1 -0.1 -1.3 -0.400
P 2.815 1.340 4.155 0.4 -0.2 1.4 0.996
C 1.039 0.945 4.003 -0.5 0.4 -0.8 -0.392
C 0.342 1.221 2.641 0.4 -0.2 0.8 -0.122
C 3.578 0.556 2.707 -0.2 0.0 -0.3 -0.221
C 4.330 -0.558 2.796 0.0 0.1 0.1 -0.243
N 4.706 -1.308 3.894 0.3 0.0 -0.4 0.131
C 4.775 -0.939 1.414 0.5 -0.3 0.1 -0.386
O 5.625 -1.718 1.101 -0.5 0.1 0.0 0.175
O 4.063 -0.177 0.529 0.5 0.4 -0.2 0.135
C 3.514 0.883 1.265 -0.2 0.1 -0.2 -0.398
O 3.112 1.856 0.693 0.0 -0.6 0.0 0.117
H 1.713 3.411 2.230 -0.1 0.1 -0.1 0.036
H 3.363 4.032 2.066 0.0 -0.2 -0.3 0.061
H 2.202 4.920 3.000 -0.1 0.1 0.0 0.068
H 4.037 3.340 4.151 0.1 0.1 0.3 0.061
H 2.441 3.567 4.876 0.0 -0.1 0.3 0.065
H 0.899 -0.090 4.305 0.2 -0.2 0.0 0.057
H 0.554 1.534 4.781 0.0 0.0 0.2 0.070
H -0.341 0.412 2.407 -0.2 0.0 -0.2 0.054
H 1.089 1.332 1.865 -0.2 -0.1 -0.1 0.018
H -0.219 2.147 2.706 -0.1 0.1 -0.2 0.080
H 5.541 -1.832 3.652 -0.1 -0.1 0.0 0.100
H 3.975 -1.984 4.109 -0.2 0.2 0.3 0.076
C 0.877 0.033 -2.094 0.0 0.0 0.1 -0.073
C 0.497 1.489 -1.899 0.2 0.1 0.1 -0.303
O 0.388 1.831 -0.522 -0.1 0.0 -0.1 -0.103
H 0.137 -0.618 -1.624 0.0 0.0 0.0 0.071
H 0.941 -0.215 -3.156 0.0 0.0 0.0 0.074
H 1.844 -0.179 -1.631 0.0 0.0 -0.1 0.070
H -0.476 1.695 -2.347 0.0 0.0 0.0 0.102
H 1.236 2.146 -2.370 -0.1 0.0 -0.2 0.099
H 1.250 1.671 -0.118 0.1 0.2 0.0 0.035
C 0.167 -3.983 3.541 0.1 0.0 0.1 -0.084
C 1.320 -3.478 2.697 0.0 -0.1 0.1 -0.294
O 2.502 -3.281 3.479 0.0 0.0 0.0 -0.100
H -0.047 -3.283 4.349 0.0 0.0 0.0 0.083
H -0.733 -4.107 2.937 0.0 0.0 0.0 0.083
H 0.418 -4.942 3.997 0.0 0.0 0.0 0.056
H 1.084 -2.509 2.257 0.0 0.0 0.0 0.108
H 1.537 -4.177 1.884 0.0 0.0 0.0 0.113
H 2.740 -4.125 3.876 -0.1 0.0 0.0 0.093
C 4.261 2.971 -3.345 -0.1 0.0 0.0 -0.089
C 4.348 3.213 -4.840 -0.1 0.2 0.1 -0.323
O 3.094 3.605 -5.393 0.0 -0.1 0.0 -0.086
H 3.515 2.204 -3.132 0.0 0.0 0.0 0.059
H 5.220 2.647 -2.940 0.0 0.0 0.0 0.076
H 3.956 3.882 -2.824 0.1 0.0 0.0 0.075
H 4.634 2.300 -5.360 0.0 0.0 0.0 0.110
H 5.102 3.976 -5.061 0.1 -0.1 0.0 0.108
H 2.823 4.420 -4.961 0.0 0.0 0.0 0.074
C -1.821 -1.950 -5.659 0.0 0.0 0.0 -0.088
C -2.302 -1.538 -4.280 0.3 -0.1 0.0 -0.322
O -2.232 -2.620 -3.355 -0.2 0.1 0.0 -0.084
H -2.412 -2.788 -6.030 0.0 0.0 0.0 0.075
H -1.899 -1.124 -6.368 0.0 0.0 0.0 0.076
H -0.778 -2.272 -5.622 0.0 0.1 0.0 0.073
H -3.347 -1.229 -4.318 0.0 0.0 0.1 0.094
H -1.715 -0.693 -3.903 -0.1 0.1 0.0 0.097
H -1.314 -2.899 -3.297 0.0 0.0 0.0 0.077
C -0.832 5.361 -2.598 -0.1 -0.1 -0.1 -0.086
C -0.363 5.980 -1.295 0.1 -0.3 0.1 -0.319
O -0.827 5.248 -0.166 0.0 0.1 -0.1 -0.088
H -1.921 5.309 -2.631 0.0 0.1 0.0 0.076
H -0.488 5.926 -3.466 0.0 0.0 0.0 0.071
H -0.455 4.339 -2.688 0.1 0.0 0.0 0.056
H -0.750 6.992 -1.187 0.0 0.0 0.1 0.109
H 0.732 6.032 -1.272 0.0 0.1 -0.1 0.106
H -0.483 4.348 -0.228 0.0 -0.1 0.0 0.055
C -6.388 -1.403 -5.918 0.0 -0.1 0.0 -0.090
C -6.865 -0.977 -4.541 0.2 -0.1 0.1 -0.326
O -6.801 -2.041 -3.596 -0.1 0.0 -0.1 -0.081
H -6.980 -2.242 -6.284 0.0 0.0 0.0 0.077
H -6.463 -0.582 -6.632 0.0 0.0 0.0 0.074
H -5.346 -1.731 -5.876 0.0 0.1 0.0 0.056
H -7.908 -0.668 -4.576 0.0 0.0 0.0 0.110
H -6.273 -0.129 -4.179 -0.1 0.1 0.0 0.106
H -5.885 -2.329 -3.528 0.0 0.0 0.0 0.073
C -2.371 -7.358 6.165 0.1 0.0 0.1 -0.090
C -1.219 -6.846 5.321 0.0 -0.2 0.1 -0.332
O -0.037 -6.638 6.093 0.0 0.1 -0.1 -0.088
H -2.588 -6.658 6.972 0.0 0.0 0.0 0.077
H -3.271 -7.489 5.563 0.0 0.0 0.0 0.075
H -2.121 -8.319 6.619 0.0 0.0 0.0 0.072
H -1.468 -5.882 4.885 0.0 0.0 0.0 0.093
H -1.001 -7.543 4.504 -0.1 0.0 -0.1 0.112
H 0.213 -7.480 6.484 0.0 0.0 0.0 0.079
C -2.932 1.997 -0.051 0.0 0.0 0.2 -0.078
C -2.475 0.606 0.343 -0.1 -0.1 0.0 -0.316
O -2.716 0.331 1.724 0.1 0.0 0.0 -0.093
H -2.427 2.748 0.556 0.0 0.0 0.0 0.071
H -2.717 2.197 -1.102 0.0 0.0 0.0 0.068
H -4.008 2.110 0.106 0.0 0.0 -0.1 0.074
H -1.399 0.509 0.199 -0.1 0.0 0.1 0.077
H -2.972 -0.150 -0.274 0.0 0.0 0.0 0.110
H -3.662 0.397 1.883 0.0 0.0 0.0 0.079
```
Positions in Å, forces in eV/Å.

Its net charge is 0. The calculation puts the energy above the lowest of the compared OMol25 structures with the same formula, charge and spin at 1.4001 eV. Its structure (SMILES) is CCP(CC)C1=C(N)C(=O)OC1=O.CCO.CCO.CCO.CCO.CCO.CCO.CCO.CCO. The calculation puts the strongest force on any atom at 1.49 eV Å⁻¹. As for the HOMO-LUMO gap: 7.51 eV.


Entry 3:
Molecular formula: C55H48AsIrNO3PTe
Method: DFT, ωB97M-V with the def2-TZVPD basis set

Structure (XYZ):
```
111
Properties=species:S:1:pos:R:3:forces:R:3:lowdin_charge:R:1
Ir -0.599 0.499 -1.342 -0.1 0.3 1.0 1.144
O -2.098 -1.230 -3.949 -0.1 0.0 0.0 0.118
C -2.072 -0.043 -3.790 -0.1 0.2 0.1 -0.623
O -1.009 0.527 -3.167 0.4 -0.6 -0.4 -0.349
C -3.155 0.921 -4.207 0.2 0.0 0.1 -0.250
P -3.061 2.658 -3.586 -0.4 0.2 -0.1 1.101
C -1.368 3.167 -4.071 0.1 -0.2 0.1 -0.387
C -0.431 3.708 -3.194 0.0 0.0 0.0 -0.103
C 0.847 4.021 -3.635 -0.1 0.2 -0.1 -0.075
C 1.206 3.794 -4.956 -0.1 0.0 0.0 -0.073
C 0.270 3.285 -5.843 0.0 0.1 0.0 -0.054
C -1.015 2.993 -5.408 0.0 0.0 0.0 -0.095
C -2.960 2.410 -1.773 0.1 0.0 0.1 -0.384
C -2.949 3.574 -1.003 0.0 0.0 0.0 -0.102
C -2.998 3.526 0.383 0.0 0.0 0.0 -0.042
C -3.087 2.310 1.048 0.0 0.0 0.0 -0.064
C -3.126 1.143 0.311 -0.1 -0.1 0.0 -0.090
C -3.038 1.174 -1.087 0.0 -0.1 -0.2 -0.191
H -4.102 0.496 -3.866 0.0 0.0 -0.1 0.102
H -3.203 0.937 -5.296 0.0 0.0 0.0 0.099
H -0.688 3.891 -2.158 0.0 0.0 0.0 0.082
H 1.561 4.457 -2.947 0.0 0.0 0.0 0.102
H 2.204 4.035 -5.299 0.0 0.0 0.0 0.110
H 0.531 3.130 -6.881 0.0 0.0 0.0 0.115
H -1.742 2.628 -6.124 0.0 0.0 0.0 0.107
H -2.948 4.536 -1.501 0.0 0.0 0.0 0.117
H -3.002 4.449 0.948 0.0 0.0 0.0 0.123
H -3.164 2.282 2.127 0.0 0.0 0.0 0.121
H -3.266 0.189 0.806 0.0 0.0 0.0 0.087
H -3.264 0.252 -1.619 0.0 0.0 0.0 0.102
C -0.674 -5.810 7.465 0.0 0.0 0.0 -0.023
C -0.566 -4.921 6.261 0.0 -0.1 0.1 -0.230
C -0.543 -3.541 6.386 0.0 0.1 0.0 0.009
C -0.442 -2.690 5.291 0.0 -0.1 -0.1 -0.263
C -0.371 -1.215 5.571 0.0 0.1 0.1 -0.040
C -0.389 -3.287 4.024 0.1 0.3 0.2 -0.296
Te -0.310 -2.255 2.173 -0.4 -0.9 -0.5 1.983
N -0.252 0.328 0.452 0.0 0.2 0.5 -0.135
C -0.165 0.554 1.689 0.0 -0.2 -0.2 -0.457
O -0.277 -0.411 2.687 0.4 1.0 -0.5 -0.443
C 0.059 1.909 2.238 -0.1 0.0 0.2 -0.158
C 0.172 3.004 1.385 0.0 0.0 0.0 -0.070
C 0.409 4.263 1.908 0.0 0.0 0.0 -0.056
C 0.537 4.435 3.281 0.0 0.0 0.0 -0.046
C 0.406 3.349 4.134 0.0 0.0 0.0 -0.042
C 0.164 2.086 3.617 0.0 0.1 -0.1 0.000
C -2.386 -2.197 1.833 0.0 -0.2 -0.1 -0.361
C -3.144 -1.521 2.788 0.0 -0.1 0.0 -0.116
C -4.523 -1.518 2.677 0.0 0.1 0.1 -0.056
C -5.129 -2.191 1.623 0.0 0.0 0.0 -0.036
C -4.362 -2.833 0.668 0.0 0.0 0.0 -0.018
C -2.967 -2.855 0.746 -0.1 0.2 0.1 -0.298
C -2.182 -3.549 -0.324 0.0 -0.2 0.0 -0.051
C -0.398 -4.681 3.850 0.0 0.2 0.2 -0.302
C -0.337 -5.381 2.523 -0.1 -0.2 0.1 -0.059
C -0.488 -5.467 4.987 0.0 -0.1 -0.1 0.006
H -0.531 -5.253 8.388 0.0 0.0 0.0 0.085
H 0.064 -6.611 7.422 0.0 0.0 0.0 0.093
H -1.658 -6.279 7.500 0.0 0.0 0.0 0.097
H -0.596 -3.101 7.376 0.0 0.0 0.0 0.135
H 0.555 -0.982 6.100 0.0 0.0 0.0 0.106
H -1.196 -0.910 6.215 0.0 0.0 0.0 0.103
H -0.394 -0.600 4.681 -0.1 -0.1 0.1 0.015
H 0.063 2.872 0.315 0.0 0.0 0.0 0.081
H 0.494 5.113 1.244 0.0 0.0 0.0 0.117
H 0.742 5.417 3.685 0.0 0.0 0.0 0.117
H 0.488 3.486 5.203 0.0 0.0 0.0 0.117
H 0.057 1.240 4.280 0.1 0.1 0.0 0.094
H -2.668 -0.985 3.600 0.0 -0.1 0.1 0.107
H -5.121 -0.999 3.413 0.0 0.0 0.0 0.121
H -6.207 -2.209 1.546 0.0 0.0 0.0 0.122
H -4.845 -3.341 -0.158 0.0 0.0 0.0 0.128
H -2.705 -3.516 -1.280 0.0 0.0 0.0 0.095
H -2.021 -4.603 -0.084 0.0 0.0 0.0 0.091
H -1.213 -3.081 -0.476 0.3 0.1 -0.1 0.042
H -0.158 -4.726 1.675 0.1 0.1 -0.3 0.005
H -1.272 -5.908 2.328 0.0 0.0 0.0 0.106
H 0.467 -6.117 2.520 0.0 0.0 0.0 0.104
H -0.500 -6.545 4.869 0.0 0.0 0.0 0.140
C 4.436 -2.772 0.015 0.0 -0.1 0.0 -0.063
C 3.297 -3.118 -0.701 0.0 0.0 0.1 -0.072
C 2.467 -2.131 -1.206 0.0 -0.1 0.0 -0.126
C 2.790 -0.796 -1.016 0.0 0.2 0.2 -0.357
C 3.940 -0.445 -0.321 -0.1 0.1 0.1 -0.078
C 4.758 -1.439 0.202 0.0 0.1 0.0 -0.059
As 1.702 0.533 -1.889 0.2 -0.6 -0.1 1.289
C 2.757 2.117 -1.855 0.0 0.1 0.0 -0.323
C 2.952 3.016 -0.821 0.0 0.0 0.0 -0.091
C 3.835 4.071 -1.013 0.0 0.0 0.0 -0.058
C 4.511 4.196 -2.222 0.0 0.0 0.0 -0.041
C 4.309 3.288 -3.253 0.0 0.0 0.0 -0.008
C 3.419 2.234 -3.084 0.0 -0.1 0.0 -0.203
C 3.082 1.212 -4.110 0.0 0.0 0.1 -0.193
C 3.612 1.137 -5.391 0.0 0.0 0.0 -0.009
C 3.186 0.134 -6.251 0.0 0.0 0.0 -0.043
C 2.231 -0.795 -5.853 0.0 0.0 0.0 -0.050
C 1.693 -0.736 -4.574 0.0 0.0 0.0 -0.071
C 2.134 0.261 -3.723 0.0 0.2 -0.1 -0.290
H 5.082 -3.545 0.411 0.0 0.0 0.0 0.114
H 3.076 -4.156 -0.889 -0.1 -0.2 0.0 0.109
H 1.603 -2.402 -1.794 -0.2 -0.1 -0.1 0.096
H 4.209 0.596 -0.193 0.0 0.0 0.0 0.101
H 5.659 -1.167 0.735 0.0 0.0 0.0 0.115
H 2.434 2.904 0.124 0.0 0.0 -0.1 0.090
H 4.001 4.788 -0.221 0.0 0.0 0.0 0.114
H 5.212 5.009 -2.360 0.0 0.0 0.0 0.118
H 4.849 3.405 -4.183 0.0 0.0 0.0 0.119
H 4.355 1.850 -5.724 0.0 0.0 0.0 0.117
H 3.602 0.077 -7.248 0.0 0.0 0.0 0.116
H 1.906 -1.565 -6.539 0.0 0.0 0.0 0.115
H 0.936 -1.446 -4.264 0.0 0.0 0.0 0.106
```
Positions in Å, forces in eV/Å.

Its net charge is +2. The calculation puts the energy above the lowest of the compared OMol25 structures with the same formula, charge and spin at 0.0000 eV. The calculation puts the strongest force on any atom at 1.23 eV Å⁻¹. As for the HOMO-LUMO gap: 5.63 eV.


Record order is preserved below.
HOMO level: -8.9880; -8.1936; -12.4528 eV
Record order is preserved below.
LUMO: 0.4; -0.7; -6.8 eV
Record order is preserved below.
Total energy: -34104.306; -59160.562; -145691.586 eV